1.
C26H53ClNO9P3S | ωB97M-V with the def2-TZVPD basis set

```
94
C26H53ClNO9P3S (ωB97M-V with the def2-TZVPD basis set)
C -5.274 -4.861 0.907
C -4.578 -3.736 0.818
C -3.101 -3.776 0.476
C -2.188 -2.742 1.189
P -2.811 -2.691 2.968
O -3.894 -1.679 3.086
C -2.227 -1.275 0.617
P -3.769 -0.836 -0.322
N -4.934 -0.229 0.511
C -0.924 -0.749 -0.091
C -1.017 0.814 -0.152
C -0.850 1.634 -1.437
C 0.483 1.552 -2.184
C 0.334 2.254 -3.528
O 1.597 2.649 -4.077
C 1.964 1.962 -5.212
C 2.717 0.678 -4.973
O 1.719 2.390 -6.291
C -0.598 -1.515 -1.410
C -1.374 -1.278 -2.730
C -2.330 -2.412 -3.139
Cl -0.142 -1.128 -4.067
C 0.264 -1.070 0.872
C 1.579 -0.403 0.394
O 2.676 -1.138 0.877
C 3.932 -0.560 0.533
C 4.577 -1.291 -0.637
C 4.145 -0.773 -2.026
P -0.051 -0.689 2.681
C 1.378 -1.167 3.704
C 2.249 -0.053 4.295
C -0.740 0.955 3.054
C 0.156 2.219 2.924
O 0.544 -2.492 0.811
S -0.537 -3.543 1.285
O -0.311 -3.924 2.647
O -0.461 -4.591 0.315
H -6.337 -4.871 0.705
H -4.800 -5.796 1.190
H -5.056 -2.774 0.989
H -3.031 -3.660 -0.605
H -2.760 -4.787 0.704
H -3.235 -4.017 3.156
H -1.768 -2.482 3.855
H -2.381 -0.618 1.474
H -4.174 -1.952 -1.065
H -3.312 0.077 -1.289
H -4.762 -0.210 1.511
H -0.330 1.266 0.562
H -2.003 1.097 0.231
H -1.711 1.560 -2.109
H -0.898 2.670 -1.082
H 0.824 0.532 -2.353
H 1.225 2.133 -1.629
H -0.239 1.647 -4.235
H -0.250 3.167 -3.377
H 3.772 0.828 -5.201
H 2.337 -0.067 -5.672
H 2.586 0.316 -3.956
H -0.718 -2.579 -1.203
H 0.457 -1.424 -1.647
H -1.916 -0.340 -2.764
H -3.368 -2.088 -3.088
H -2.170 -3.312 -2.548
H -2.158 -2.685 -4.178
H 1.637 -0.340 -0.697
H 1.621 0.617 0.792
H 3.804 0.501 0.288
H 4.568 -0.633 1.418
H 5.662 -1.213 -0.549
H 4.332 -2.351 -0.553
H 3.535 -1.498 -2.565
H 5.010 -0.567 -2.658
H 3.586 0.163 -1.941
H 2.004 -1.861 3.144
H 0.952 -1.754 4.522
H 3.104 -0.473 4.827
H 1.681 0.564 4.994
H 2.629 0.607 3.514
H -1.090 0.869 4.085
H -1.635 1.124 2.459
H 0.357 2.657 3.902
H -0.350 2.964 2.311
H 1.119 1.992 2.469
O 3.035 6.267 1.495
C 1.657 6.385 1.844
C 0.783 5.963 0.683
O 1.082 4.632 0.293
H 3.246 6.952 0.851
H 1.506 5.713 2.688
H 1.422 7.406 2.157
H -0.271 6.002 0.958
H 0.948 6.637 -0.169
H 2.040 4.537 0.378
```

Properties
**HOMO energy**: -0.2917 hartree
**Kohn-Sham gap**: 8.25 eV
**SMILES**: C=CC[C@]1([PH2]=O)[C@H]([PH2]=N)[C@](CCCCOC(C)=O)(C[C@H](C)Cl)[C@@](COCCC)(P(CC)CC)OS1(=O)=O.OCCO


2.
C26H53CsGeN2OPS | ωB97M-V with the def2-TZVPD basis set

```
86
C26H53CsGeN2OPS (ωB97M-V with the def2-TZVPD basis set)
Cs -0.122 0.660 0.916
C 2.867 1.772 2.790
C 3.124 0.508 3.620
C 2.676 0.753 5.058
C 2.468 -0.702 2.982
C 1.285 -1.269 3.455
C 0.721 -2.368 2.819
C 1.308 -2.939 1.696
C 0.708 -4.159 1.045
C 2.477 -2.363 1.212
C 3.044 -1.267 1.846
H 3.466 2.605 3.168
H 1.814 2.051 2.882
H 3.114 1.632 1.735
H 4.203 0.309 3.616
H 1.620 1.033 5.069
H 3.247 1.579 5.486
H 2.829 -0.128 5.684
H 0.770 -0.820 4.292
H -0.202 -2.789 3.205
H 1.065 -4.275 0.020
H -0.380 -4.096 1.019
H 0.977 -5.066 1.592
H 2.945 -2.773 0.323
H 3.957 -0.837 1.446
C -1.696 3.701 -2.025
P 0.079 3.772 -1.763
C 0.800 3.247 -3.324
C 0.481 5.524 -1.570
O 0.547 3.010 -0.563
H -1.983 4.301 -2.891
H -2.211 4.068 -1.135
H -1.961 2.653 -2.196
H 0.440 3.861 -4.150
H 0.503 2.205 -3.478
H 1.887 3.312 -3.259
H 0.130 6.125 -2.410
H 1.561 5.629 -1.471
H 0.016 5.874 -0.647
C -2.709 3.576 2.139
Ge -1.262 3.494 3.510
C -1.937 4.648 4.985
C 0.181 4.572 2.671
C -0.724 1.681 3.902
H -2.955 4.614 1.896
H -3.614 3.081 2.496
H -2.395 3.079 1.218
H -2.197 5.647 4.625
H -1.175 4.750 5.761
H -2.824 4.201 5.439
H -0.172 5.592 2.486
H 0.484 4.133 1.717
H 1.062 4.630 3.315
H -1.238 1.424 4.850
C -2.518 -3.692 -3.911
C -3.522 -2.819 -3.169
C -3.613 -3.138 -1.678
C -2.329 -2.894 -0.886
N -1.860 -1.504 -0.936
C -0.883 -1.187 -1.943
S -1.182 0.163 -2.975
N 0.443 -1.458 -1.468
C 1.504 -1.508 -2.460
C 1.307 -2.529 -3.584
C 1.249 -3.970 -3.092
C 1.099 -4.978 -4.226
H -2.545 -3.497 -4.985
H -2.717 -4.757 -3.751
H -1.505 -3.474 -3.570
H -4.515 -2.942 -3.612
H -3.238 -1.771 -3.305
H -3.914 -4.185 -1.543
H -4.407 -2.532 -1.226
H -1.525 -3.534 -1.260
H -2.503 -3.183 0.157
H -2.648 -0.883 -1.081
H 0.446 -2.283 -0.878
H 2.438 -1.719 -1.928
H 1.591 -0.513 -2.898
H 2.129 -2.424 -4.302
H 0.385 -2.278 -4.115
H 0.408 -4.079 -2.400
H 2.155 -4.195 -2.515
H 0.186 -4.782 -4.792
H 1.050 -6.003 -3.855
H 1.940 -4.910 -4.920
```

Properties
**HOMO energy (alpha / beta)**: -0.1267 / -0.0716 hartree
**Kohn-Sham gap (alpha / beta)**: 5.54 / 4.05 eV
**Total charge**: -1


3.
C26H53FIO13PS6 | ωB97M-V with the def2-TZVPD basis set

```
101
C26H53FIO13PS6 (ωB97M-V with the def2-TZVPD basis set)
C -3.013 -4.563 -0.221
C -1.584 -4.687 -0.982
O -1.765 -4.122 -2.323
C -0.464 -3.619 -2.794
C -0.473 -2.024 -2.553
P 0.919 -1.366 -1.452
F -0.319 -0.670 -0.406
S 2.490 -2.183 -2.685
C 1.538 0.428 -1.771
C 0.539 1.191 -2.767
C 0.319 2.761 -2.387
C -1.147 3.209 -2.856
S -1.123 4.454 -4.261
O -1.215 5.805 -3.619
O 0.155 4.311 -5.054
O -2.427 4.078 -5.251
C 1.664 -2.242 0.056
C 2.937 -1.364 0.564
O 4.086 -1.630 0.123
I 2.781 0.316 1.967
H -2.996 -5.199 0.742
H -3.805 -4.989 -0.944
H -3.249 -3.467 -0.023
H -1.413 -5.812 -1.148
H -0.728 -4.203 -0.400
H 0.416 -4.156 -2.312
H -0.505 -3.768 -3.938
H -1.485 -1.726 -2.096
H -0.402 -1.470 -3.561
H 2.232 -1.970 -4.031
H 2.600 0.313 -2.208
H 1.668 1.021 -0.796
H 0.953 1.090 -3.841
H -0.501 0.724 -2.743
H 1.172 3.348 -2.865
H 0.454 2.876 -1.246
H -1.688 3.621 -1.925
H -1.807 2.347 -3.231
H -2.711 3.139 -5.128
H 2.092 -3.274 -0.198
H 0.911 -2.255 0.919
O -2.792 -1.914 1.701
S -2.170 -1.960 3.004
O -0.746 -1.778 3.186
C -3.038 -0.836 4.084
C -4.156 -1.679 4.684
C -3.518 -3.025 5.032
C -2.682 -3.462 3.829
H -3.401 0.020 3.516
H -2.337 -0.507 4.855
H -4.594 -1.198 5.561
H -4.953 -1.826 3.947
H -2.871 -2.906 5.906
H -4.271 -3.777 5.281
H -1.798 -4.023 4.136
H -3.271 -4.051 3.124
O -0.584 0.493 -10.408
S -0.365 1.290 -9.223
O -0.080 0.696 -7.935
C 0.886 2.509 -9.584
C 0.107 3.696 -10.135
C -1.122 3.839 -9.236
C -1.722 2.444 -9.053
H 1.608 2.103 -10.292
H 1.382 2.766 -8.645
H 0.713 4.605 -10.141
H -0.209 3.493 -11.163
H -0.817 4.239 -8.263
H -1.854 4.531 -9.659
H -2.176 2.327 -8.068
H -2.456 2.219 -9.829
O 2.950 2.461 4.463
S 2.629 3.696 5.141
O 2.588 3.796 6.582
C 3.686 4.984 4.503
C 2.923 5.540 3.308
C 1.465 5.650 3.761
C 1.103 4.339 4.462
H 4.658 4.569 4.237
H 3.800 5.739 5.283
H 3.322 6.505 2.991
H 2.996 4.849 2.462
H 1.364 6.483 4.463
H 0.795 5.846 2.921
H 0.387 4.498 5.269
H 0.711 3.603 3.757
O 0.872 -2.467 8.429
S 0.436 -3.074 7.193
O -0.952 -3.074 6.782
C 1.431 -2.425 5.862
C 2.630 -3.362 5.798
C 2.063 -4.774 5.955
C 1.073 -4.744 7.121
H 1.703 -1.391 6.071
H 0.838 -2.481 4.945
H 3.179 -3.247 4.861
H 3.318 -3.146 6.622
H 1.542 -5.061 5.036
H 2.852 -5.510 6.127
H 0.248 -5.440 6.967
H 1.567 -4.959 8.071
```

Properties
**HOMO energy**: -0.3306 hartree
**Kohn-Sham gap**: 8.91 eV
**SMILES**: CCOCCP(F)(S)(CCCCS(=O)(=O)O)CC(=O)I.O=S1(=O)CCCC1.O=S1(=O)CCCC1.O=S1(=O)CCCC1.O=S1(=O)CCCC1


| no. | energy (Ha) |
| --- | --- |
| 1 | -3636.65757 |
| 2 | -4043.82179 |
| 3 | -5128.47321 |